# 1
10
Properties=species:S:1:pos:R:3:forces:R:3 method="wB97M-V/def2-TZVPD" molar_mass_g_mol=84.1 spin_multiplicity=1 total_charge=0 e_above_lowest_kcal_mol=25.5 e_tot_ha=-297.60374 smiles=Nc1cnn[nH]1
N -1.578 0.048 0.134 -0.09 -0.04 0.20
C -0.208 0.042 0.015 0.31 -0.03 0.04
C 0.754 1.015 0.183 -0.15 0.03 0.02
N 1.980 0.428 0.093 -0.07 -0.15 -0.11
N 1.848 -0.830 -0.142 -0.02 0.20 -0.03
N 0.516 -1.082 -0.187 -0.13 -0.02 -0.01
H -2.129 -0.613 -0.384 0.07 0.11 -0.10
H -2.016 0.932 0.325 0.04 -0.06 -0.15
H 0.635 2.075 0.352 0.02 -0.18 0.03
H 0.199 -2.016 -0.390 0.03 0.11 0.11



# 2
116
Properties=species:S:1:pos:R:3:forces:R:3 method="wB97M-V/def2-TZVPD" molar_mass_g_mol=1083.1 spin_multiplicity=1 total_charge=0 e_tot_ha=-7602.64212 smiles="N#COc1cc(CC(=O)Br)cc2c1C(=O)c1ccc(C[C@H](O)C(F)(F)F)cc1C2=O.O=S1(=O)CCCC1.O=S1(=O)CCCC1.O=S1(=O)CCCC1.O=S1(=O)CCCC1.O=S1(=O)CCCC1"
N 3.411 0.173 5.780 -1.79 -0.66 -1.04
C 2.710 -0.074 4.875 2.49 0.27 0.37
O 2.272 -0.245 3.646 -0.48 0.54 1.06
C 1.785 1.000 3.177 -0.33 0.14 -0.54
C 2.533 2.150 3.310 1.49 -0.15 0.62
C 2.092 3.384 2.900 -0.49 0.82 -0.17
C 2.911 4.668 3.076 -0.81 -1.11 0.60
C 1.947 5.814 3.412 0.83 0.83 -1.29
O 1.875 6.776 2.712 -0.22 -0.42 0.64
Br 0.798 5.675 4.979 0.36 -0.22 -0.13
C 0.825 3.466 2.325 -0.03 0.11 -0.27
C 0.088 2.319 2.197 -1.28 -0.38 -0.52
C 0.538 1.070 2.607 -0.31 -0.86 -0.10
C -0.382 -0.130 2.417 -0.36 -0.09 0.05
O 0.006 -1.199 2.009 0.14 0.28 0.37
C -1.828 0.163 2.742 1.53 0.09 -0.41
C -2.634 -0.747 3.388 0.45 -0.20 -0.21
C -3.926 -0.360 3.671 0.19 -0.68 0.23
C -4.381 0.897 3.313 -1.49 -0.29 0.29
C -5.812 1.251 3.711 0.63 0.65 0.06
C -6.556 2.130 2.675 -0.32 -0.21 0.59
O -6.781 3.437 3.165 0.09 0.13 -0.24
C -7.910 1.498 2.290 0.32 -0.05 -0.39
F -8.322 1.960 1.102 -0.23 0.25 0.13
F -7.848 0.161 2.163 0.20 -0.09 0.06
F -8.856 1.753 3.206 -0.04 0.12 0.05
C -3.576 1.784 2.632 0.15 0.47 -0.31
C -2.281 1.409 2.345 0.31 0.59 -0.17
C -1.322 2.332 1.622 -0.11 -0.26 0.06
O -1.636 2.986 0.656 0.14 0.16 0.51
H 3.520 2.089 3.771 -0.21 -0.11 0.02
H 3.646 4.538 3.879 -0.16 0.10 -0.11
H 3.425 4.859 2.130 -0.12 0.47 0.24
H 0.362 4.388 1.976 0.30 -0.04 0.08
H -2.198 -1.714 3.632 -0.37 0.04 0.07
H -4.570 -1.074 4.182 -0.06 0.27 -0.08
H -5.717 1.864 4.623 -0.16 -0.14 -0.18
H -6.362 0.354 4.008 0.07 0.13 -0.29
H -5.995 2.278 1.746 -0.08 -0.35 0.17
H -7.045 3.394 4.090 -0.11 -0.08 -0.06
H -3.914 2.775 2.334 -0.06 -0.21 0.04
O -3.674 1.922 -2.374 -0.10 -0.05 0.20
S -2.861 0.773 -2.051 0.26 -0.17 -0.08
O -2.924 0.137 -0.756 -0.23 0.23 0.13
C -3.088 -0.462 -3.325 0.02 -0.17 -0.36
C -2.033 -0.116 -4.373 0.06 0.11 0.13
C -0.758 0.215 -3.588 0.48 -0.42 -0.16
C -1.153 1.150 -2.446 0.38 -0.01 -0.12
H -4.107 -0.415 -3.705 -0.04 0.08 0.16
H -2.898 -1.438 -2.878 -0.02 0.05 0.08
H -1.876 -0.937 -5.071 -0.03 0.02 -0.01
H -2.350 0.756 -4.945 -0.02 -0.03 -0.07
H -0.336 -0.710 -3.180 -0.13 0.00 0.07
H 0.010 0.685 -4.223 -0.58 -0.59 0.56
H -0.541 0.992 -1.561 -0.15 0.09 0.10
H -1.102 2.193 -2.752 -0.09 0.00 0.03
O -1.421 2.122 -6.888 0.04 -0.24 0.19
S -0.542 2.932 -6.079 0.36 0.58 -0.07
O 0.175 2.378 -4.950 -0.11 0.52 -0.62
C 0.613 3.770 -7.153 0.19 0.21 -0.27
C -0.092 5.070 -7.524 -0.10 0.01 0.03
C -0.727 5.585 -6.227 0.02 0.12 0.00
C -1.431 4.400 -5.557 -0.13 0.40 0.10
H 0.841 3.140 -8.011 -0.09 -0.14 0.09
H 1.518 3.963 -6.577 -0.06 -0.02 0.08
H 0.602 5.794 -7.949 0.02 -0.01 0.04
H -0.872 4.874 -8.264 0.04 -0.02 -0.02
H 0.053 5.966 -5.569 -0.09 -0.09 -0.11
H -1.426 6.400 -6.416 -0.03 -0.05 0.00
H -1.401 4.469 -4.472 -0.04 -0.19 0.00
H -2.463 4.302 -5.893 0.03 -0.15 0.00
O -1.961 -5.239 1.862 -0.16 0.12 0.17
S -0.913 -5.214 2.853 0.36 -0.13 0.09
O -1.108 -4.613 4.152 -0.32 0.12 -0.13
C -0.292 -6.878 3.065 0.19 -0.26 -0.14
C 0.818 -7.005 2.026 0.11 0.00 0.06
C 1.597 -5.686 2.090 -0.08 -0.07 0.05
C 0.573 -4.543 2.104 0.49 0.04 -0.13
H -1.101 -7.592 2.923 -0.11 0.13 0.05
H 0.106 -6.956 4.077 -0.05 0.06 0.01
H 1.460 -7.867 2.225 -0.40 0.51 -0.08
H 0.384 -7.130 1.030 -0.04 -0.01 0.03
H 2.190 -5.660 3.008 -0.01 -0.01 -0.01
H 2.287 -5.583 1.253 -0.01 0.02 0.02
H 0.917 -3.696 2.692 -0.22 0.08 -0.03
H 0.323 -4.217 1.097 -0.15 0.03 0.06
O 2.470 -9.446 2.011 0.43 -0.32 0.05
S 3.737 -9.928 2.513 0.25 -0.33 0.12
O 4.660 -9.058 3.192 -0.22 0.26 -0.07
C 3.436 -11.372 3.524 -0.12 -0.37 0.05
C 3.484 -12.537 2.541 0.00 0.03 -0.12
C 4.677 -12.258 1.618 0.01 -0.05 0.07
C 4.589 -10.789 1.187 0.17 -0.31 -0.27
H 2.479 -11.273 4.031 0.02 0.17 -0.01
H 4.243 -11.438 4.254 0.00 0.09 -0.01
H 3.586 -13.491 3.057 -0.02 0.02 0.00
H 2.563 -12.568 1.954 -0.01 0.00 0.05
H 5.607 -12.426 2.166 -0.02 0.02 0.00
H 4.682 -12.920 0.754 0.01 0.03 0.00
H 5.572 -10.346 1.050 -0.09 0.17 0.03
H 4.000 -10.671 0.279 -0.06 0.09 0.07
O 2.193 5.439 -4.714 0.00 0.01 -0.21
S 2.520 6.843 -4.649 0.22 0.40 0.32
O 2.295 7.727 -5.765 -0.14 -0.30 -0.20
C 1.758 7.537 -3.187 -0.05 0.03 0.37
C 2.795 7.333 -2.088 0.10 -0.07 -0.02
C 4.146 7.697 -2.716 -0.06 0.05 0.04
C 4.216 7.010 -4.086 0.37 0.09 0.25
H 0.814 7.033 -2.990 0.00 -0.03 -0.15
H 1.585 8.597 -3.376 0.00 -0.03 -0.08
H 2.576 7.946 -1.215 -0.02 -0.02 -0.01
H 2.804 6.287 -1.773 -0.05 0.02 0.00
H 4.208 8.780 -2.844 -0.01 -0.02 -0.01
H 4.980 7.396 -2.083 0.00 0.00 -0.03
H 4.775 7.599 -4.809 -0.10 -0.09 -0.13
H 4.643 6.011 -4.012 -0.12 -0.04 -0.07



# 3
120
Properties=species:S:1:pos:R:3:forces:R:3 method="wB97M-V/def2-TZVPD" molar_mass_g_mol=1199.6 spin_multiplicity=1 total_charge=+1 e_above_lowest_kcal_mol=7.4 e_tot_ha=-4175.19484
Tl -0.169 -0.720 -0.023 -0.13 -0.32 0.20
C 5.296 2.013 -0.049 0.42 0.50 -0.01
N 4.348 0.934 -0.009 -0.40 -0.33 -0.01
C 2.993 1.044 -0.047 0.07 0.31 0.02
N 2.426 -0.149 -0.040 0.03 0.25 -0.01
C 3.432 -1.059 0.007 0.57 0.40 0.09
C 4.650 -0.398 0.029 -0.40 -0.34 0.01
C 6.018 -0.909 -0.031 0.24 -0.06 -0.05
C 7.004 -0.478 0.854 -0.11 -0.12 -0.01
C 8.301 -0.941 0.729 0.09 0.04 0.04
C 8.630 -1.827 -0.283 0.03 -0.01 0.00
C 7.652 -2.271 -1.158 0.04 -0.08 -0.02
C 6.352 -1.821 -1.030 -0.04 0.10 0.06
C 3.182 -2.495 0.042 -0.02 -0.24 -0.03
C 3.919 -3.318 0.888 -0.13 0.07 -0.01
C 3.683 -4.679 0.905 0.08 -0.07 0.05
C 2.721 -5.232 0.076 -0.04 -0.04 -0.01
C 1.985 -4.418 -0.767 -0.02 -0.09 -0.06
C 2.211 -3.055 -0.783 0.18 0.07 -0.02
P 2.197 2.685 -0.095 -0.40 -0.58 0.07
C 1.120 2.340 -1.527 0.25 0.04 0.22
N 0.469 1.221 -1.765 0.31 0.01 -0.06
C -0.161 1.376 -2.959 0.28 0.66 -0.09
C 0.130 2.629 -3.465 -0.22 -0.66 0.03
N 0.942 3.226 -2.544 -0.25 -0.42 0.11
C 1.505 4.542 -2.645 0.31 0.65 -0.03
C -0.261 3.192 -4.749 0.02 0.18 -0.20
C -0.917 4.415 -4.840 0.01 -0.14 -0.01
C -1.336 4.882 -6.071 -0.05 0.12 -0.03
C -1.094 4.139 -7.215 -0.03 0.03 -0.06
C -0.433 2.924 -7.131 -0.06 -0.01 -0.08
C -0.021 2.447 -5.902 0.02 0.11 0.10
C -1.101 0.373 -3.439 -0.18 -0.30 -0.09
C -0.862 -0.973 -3.166 0.04 0.11 -0.22
C -1.808 -1.932 -3.480 -0.01 -0.09 -0.06
C -2.998 -1.554 -4.084 -0.09 -0.06 -0.02
C -3.225 -0.222 -4.399 -0.06 0.01 -0.04
C -2.283 0.738 -4.080 0.05 -0.04 0.08
C 1.036 2.419 1.292 0.33 0.00 -0.18
N 0.353 1.317 1.536 0.33 0.05 -0.04
C -0.256 1.481 2.734 0.18 0.63 0.06
C 0.077 2.723 3.244 -0.26 -0.55 -0.07
N 0.894 3.307 2.317 -0.26 -0.43 -0.08
C 1.458 4.623 2.418 0.26 0.60 0.05
C -0.280 3.268 4.549 0.07 0.23 0.27
C -0.069 2.478 5.679 0.03 0.11 -0.06
C -0.449 2.931 6.928 -0.04 -0.03 0.06
C -1.044 4.175 7.064 -0.02 0.02 0.03
C -1.250 4.967 5.947 -0.05 0.13 0.04
C -0.868 4.520 4.694 -0.02 -0.10 -0.02
C -1.138 0.480 3.325 -0.18 -0.22 0.06
C -2.311 0.872 3.966 0.05 -0.07 -0.15
C -3.133 -0.079 4.540 -0.12 0.02 0.01
C -2.797 -1.423 4.485 -0.01 0.03 0.06
C -1.635 -1.821 3.844 -0.04 -0.10 0.01
C -0.811 -0.874 3.261 0.08 0.13 0.15
H 4.879 2.848 -0.615 0.11 -0.12 0.09
H 6.211 1.669 -0.533 -0.11 0.07 0.04
H 5.538 2.351 0.962 0.03 0.04 -0.10
H 6.752 0.198 1.659 -0.04 0.08 0.05
H 9.059 -0.606 1.420 0.07 0.03 0.07
H 9.647 -2.170 -0.389 0.11 -0.05 0.00
H 7.905 -2.964 -1.945 0.02 -0.08 -0.07
H 5.584 -2.163 -1.706 -0.08 -0.04 -0.11
H 4.655 -2.882 1.546 0.12 0.03 0.06
H 4.252 -5.310 1.568 0.06 -0.09 0.09
H 2.543 -6.296 0.093 -0.03 -0.10 -0.01
H 1.236 -4.845 -1.414 -0.11 -0.05 -0.05
H 1.669 -2.414 -1.466 -0.03 -0.03 -0.06
H 1.576 4.829 -3.693 0.03 -0.05 0.07
H 2.498 4.554 -2.196 -0.07 0.02 -0.08
H 0.882 5.274 -2.128 0.02 0.01 -0.03
H -1.134 4.974 -3.941 -0.02 0.09 0.09
H -1.864 5.821 -6.134 -0.03 0.09 -0.04
H -1.428 4.507 -8.172 -0.02 0.04 -0.12
H -0.248 2.344 -8.022 0.02 -0.04 -0.08
H 0.482 1.496 -5.818 0.06 -0.10 -0.02
H 0.097 -1.258 -2.754 0.01 -0.06 0.04
H -1.603 -2.976 -3.278 0.03 -0.08 -0.01
H -3.742 -2.296 -4.334 -0.05 -0.11 -0.03
H -4.139 0.073 -4.894 -0.05 -0.02 -0.01
H -2.466 1.773 -4.324 -0.05 0.11 0.05
H 1.550 4.890 3.469 0.06 -0.03 -0.07
H 0.812 5.359 1.934 0.05 0.00 0.01
H 2.441 4.652 1.948 -0.09 -0.02 0.05
H 0.389 1.507 5.569 0.04 -0.10 -0.02
H -0.291 2.307 7.795 0.03 -0.03 0.06
H -1.351 4.524 8.039 -0.02 0.04 0.07
H -1.723 5.933 6.046 -0.02 0.08 0.03
H -1.063 5.129 3.823 -0.02 0.07 -0.09
H -2.578 1.919 4.016 0.00 0.04 -0.03
H -4.043 0.238 5.027 -0.09 -0.02 0.08
H -3.433 -2.154 4.963 -0.05 -0.10 -0.02
H -1.370 -2.866 3.805 0.02 -0.10 -0.08
H 0.128 -1.177 2.812 0.01 -0.04 -0.02
O -4.908 0.335 0.210 0.08 0.41 -0.05
C -4.138 1.245 0.072 -0.46 -0.58 0.09
O -2.832 0.975 -0.284 -0.18 -0.31 -0.03
C -4.330 2.681 0.213 0.45 0.65 0.00
C -5.498 3.359 0.557 0.18 -0.17 -0.09
C -5.463 4.736 0.646 -0.11 -0.09 0.09
C -4.275 5.431 0.415 0.03 -0.04 -0.05
C -3.112 4.775 0.060 0.00 0.00 0.03
C -3.151 3.391 -0.036 -0.44 -0.37 0.07
S -1.869 2.303 -0.454 -0.15 0.93 -0.01
H -6.398 2.793 0.745 -0.12 -0.01 0.01
H -6.357 5.285 0.902 -0.04 0.01 0.04
H -4.262 6.505 0.516 -0.02 0.13 -0.04
H -2.205 5.322 -0.138 0.14 0.10 0.00
S -1.111 -3.955 0.461 0.67 -0.18 -0.18
C -2.678 -3.449 0.587 0.18 0.15 -0.77
N -3.263 -2.790 -0.493 0.00 -0.05 0.56
C -4.544 -2.393 -0.461 -0.40 -0.08 0.14
C -5.305 -2.646 0.644 0.20 -0.16 0.02
C -4.655 -3.279 1.726 -0.42 0.38 -0.54
N -3.412 -3.654 1.688 0.15 -0.23 0.61
H -2.673 -2.594 -1.300 -0.14 -0.09 0.25
H -4.922 -1.877 -1.332 0.05 0.02 -0.01
H -6.331 -2.337 0.698 -0.14 0.09 -0.02
H -5.172 -3.468 2.658 -0.18 0.00 0.04